Entry 1:
Below is a cluster of 11 separate species, C24H53N3O13S in total, with properties calculated with ωB97M-V with the def2-TZVPD basis set.

Summary:
- Structure (SMILES): O=C1c2ccccc2C(=O)N1CCCCSc1nnco1.CO.CO.CO.CO.CO.CO.CO.CO.CO.CO
- Kohn-Sham gap: 8.91 eV
- Charge: 0

Atoms and positions in Å:
O  4.362479  0.148207  -1.633833
C  3.260650  0.644536  -1.646275
C  2.181869  0.392315  -2.641313
C  2.111739  -0.529337  -3.669576
C  0.960072  -0.531020  -4.450743
C  -0.077171  0.367769  -4.197477
C  -0.011292  1.273761  -3.143640
C  1.139093  1.260996  -2.379138
C  1.524778  2.083375  -1.201784
O  0.942396  3.024468  -0.730895
N  2.742710  1.554460  -0.708961
C  3.614174  2.490961  0.016196
C  4.670405  1.857821  0.906888
C  4.145842  1.095423  2.125820
C  3.392507  -0.204686  1.796814
S  1.737478  -0.457434  2.513361
C  0.813289  0.977489  2.202110
N  -0.334356  1.029072  1.599685
N  -0.780509  2.328489  1.693185
C  0.127649  2.985700  2.319977
O  1.165898  2.197853  2.689640
H  2.933552  -1.211522  -3.845101
H  0.865551  -1.222398  -5.272171
H  -0.954093  0.366978  -4.832031
H  -0.813149  1.966424  -2.927997
H  2.953001  3.127453  0.603654
H  4.107751  3.152403  -0.704176
H  5.347220  1.220607  0.355050
H  5.267768  2.692814  1.286952
H  3.575502  1.771343  2.761314
H  5.017517  0.804185  2.715059
H  3.310205  -0.390438  0.731892
H  3.946141  -1.045542  2.210241
H  0.152277  4.029016  2.579334
C  0.209043  1.886762  6.023601
O  -0.936369  2.333464  5.301099
H  0.089277  2.213734  7.053115
H  0.289075  0.797683  6.002794
H  1.124193  2.320879  5.614516
H  -0.836345  2.046979  4.387905
C  -4.123289  1.154532  4.051326
O  -3.906862  1.743821  5.325132
H  -5.083594  0.644081  4.084051
H  -4.151493  1.908040  3.259949
H  -3.344025  0.422635  3.815908
H  -3.053621  2.192771  5.294253
C  -6.682331  3.210566  7.031689
O  -5.828325  2.672297  8.030853
H  -7.538839  3.655383  7.533822
H  -6.164670  3.978616  6.451394
H  -7.028643  2.423693  6.356336
H  -5.077552  2.279064  7.571137
C  1.141236  -4.048625  1.605908
O  2.346186  -3.391103  1.215152
H  1.302349  -4.498448  2.582920
H  0.327030  -3.324829  1.664097
H  0.881394  -4.834416  0.890512
H  2.181143  -2.990881  0.356726
C  -3.063976  0.806073  -7.060640
O  -3.164336  1.142516  -5.684638
H  -2.013966  0.627239  -7.286613
H  -3.638720  -0.098308  -7.279209
H  -3.426980  1.626889  -7.685723
H  -4.095760  1.299248  -5.494664
C  -2.619587  -3.583120  1.270215
O  -1.813889  -2.422973  1.100093
H  -2.228441  -4.349130  0.604541
H  -2.574460  -3.957074  2.296459
H  -3.662226  -3.386079  1.006232
H  -2.150690  -1.738482  1.685358
C  0.323646  -7.715243  3.313711
O  -0.754191  -7.139935  2.583889
H  0.259803  -7.345518  4.334086
H  0.253142  -8.806055  3.328861
H  1.288961  -7.422334  2.891874
H  -0.700317  -7.463584  1.680760
C  1.548497  -0.743948  -8.394229
O  0.470780  -0.988301  -7.494639
H  2.334175  -0.251198  -7.826608
H  1.940979  -1.676407  -8.806834
H  1.241345  -0.089232  -9.213065
H  -0.234265  -1.420036  -7.985752
C  7.773477  -1.195794  1.205851
O  6.613346  -0.565684  0.676526
H  7.825703  -0.942702  2.262392
H  7.716667  -2.282843  1.107608
H  8.681380  -0.837522  0.713748
H  6.546962  -0.782116  -0.259468
C  -6.290264  3.270094  -6.554147
O  -6.509535  1.860356  -6.579474
H  -6.053749  3.547501  -5.530300
H  -5.453023  3.548952  -7.199471
H  -7.184742  3.812349  -6.868690
H  -6.719656  1.614159  -7.484292

Forces on the atoms, in the same order (eV/Å):
0.00 0.17 0.13
-0.09 -0.37 -0.06
-0.16 -0.07 0.02
0.08 0.07 0.10
0.10 0.09 0.21
-0.08 0.03 -0.03
0.14 0.00 0.01
0.05 -0.02 0.08
-0.40 -0.19 0.08
0.20 0.04 0.04
0.33 0.65 -0.59
0.14 -0.04 0.22
-0.17 0.11 0.37
0.24 -0.05 -0.03
-0.01 0.22 -0.03
-0.09 -0.28 0.38
-0.10 0.16 -0.54
0.25 -0.43 0.13
-0.23 0.50 0.22
-0.02 -0.43 -0.15
0.20 0.29 0.13
-0.03 -0.02 -0.06
-0.01 -0.01 -0.07
-0.02 -0.04 0.03
-0.04 -0.03 -0.03
-0.06 -0.08 0.03
-0.02 -0.11 -0.10
-0.02 0.01 -0.18
0.03 -0.01 -0.04
-0.21 -0.09 -0.04
0.02 0.09 0.02
0.09 0.10 -0.04
-0.18 -0.14 -0.01
0.02 0.02 -0.04
-0.06 -0.04 -0.05
-0.01 0.03 -0.09
-0.02 0.01 0.00
0.03 0.00 0.03
0.02 -0.01 0.03
-0.06 0.00 -0.03
0.04 0.08 0.12
-0.12 0.08 -0.04
0.00 -0.01 0.00
-0.01 -0.03 -0.04
-0.02 -0.02 -0.04
0.14 -0.08 0.21
0.23 -0.14 0.05
0.03 0.01 -0.05
0.00 0.00 0.01
-0.10 0.03 -0.06
-0.09 0.08 -0.06
-0.01 -0.03 -0.02
0.00 0.25 -0.16
0.16 -0.16 0.02
0.07 0.00 -0.01
-0.11 -0.14 0.06
-0.06 -0.05 0.08
0.03 0.07 0.03
-0.18 0.06 0.16
0.04 0.01 -0.03
0.02 0.02 0.05
0.04 0.00 -0.12
0.04 -0.06 -0.11
-0.02 -0.03 0.01
0.03 0.17 0.07
-0.11 -0.12 0.01
0.01 -0.01 -0.01
-0.01 -0.06 -0.02
-0.01 -0.05 -0.02
0.11 0.12 -0.08
-0.07 0.02 -0.16
0.06 -0.01 0.05
-0.02 0.02 0.00
0.05 0.00 0.05
0.03 -0.02 0.06
-0.05 0.04 -0.01
-0.12 -0.04 0.03
-0.04 -0.02 -0.19
0.00 0.00 0.01
0.04 0.02 -0.01
0.05 0.02 -0.01
0.00 -0.01 0.03
-0.11 0.01 -0.15
0.18 -0.16 0.06
-0.01 0.01 0.01
0.04 -0.01 0.04
0.03 -0.02 0.04
-0.14 0.05 0.01
-0.05 -0.14 -0.14
0.17 0.10 0.07
0.00 -0.03 0.02
0.01 0.07 0.04
0.02 0.06 0.03
-0.02 -0.07 0.02


Entry 2:
Below is the ion C5H15N2 with charge +1, with properties calculated with ωB97M-V with the def2-TZVPD basis set.

Summary:
- Structure (SMILES): CC[C@H]([NH3+])CNC
- Kohn-Sham gap: 10.74 eV
- Relative energy (zero: lowest compared OMol25 entry of this formula, charge and spin): 2.710 eV
- Charge: +1

Atoms and positions in Å:
C  2.830900  -0.091690  0.833191
C  1.440384  -0.610743  1.133007
C  0.415320  -0.416355  0.042512
N  0.682248  0.873722  -0.783301
C  -1.116985  -0.569386  0.227422
N  -1.724454  -0.170878  -0.972609
C  -3.064529  0.498527  -0.650556
H  3.264721  -0.861956  0.124067
H  3.675669  -0.095186  1.564615
H  3.108650  0.850617  0.456169
H  1.487846  -1.597076  1.407277
H  1.229244  -0.208983  2.105510
H  0.634211  -1.021378  -0.900778
H  0.965313  1.705804  -0.148755
H  -0.442580  1.001391  -1.221285
H  1.444954  0.847053  -1.518467
H  -1.581924  -0.066860  1.175547
H  -1.298558  -1.617273  0.575756
H  -1.878712  -0.759721  -1.836995
H  -2.881033  1.605490  -0.397458
H  -3.450436  0.127644  0.278536
H  -3.740257  0.577229  -1.493398

Forces on the atoms, in the same order (eV/Å):
2.94 -3.08 -1.12
0.27 2.68 0.79
0.99 0.12 -3.15
-1.40 2.95 0.98
0.88 -1.41 3.11
-3.19 2.04 -2.02
1.77 2.48 -0.02
-0.23 1.06 0.15
-1.45 -0.66 0.69
-0.99 1.59 -1.04
0.28 -2.78 0.05
-1.29 0.91 0.37
-0.15 -0.70 1.83
-0.85 -1.57 -1.28
2.38 -0.78 0.72
-1.36 -0.44 1.10
1.14 0.03 -1.97
0.30 0.31 -0.77
0.74 0.13 2.01
0.09 -1.42 -0.36
-0.74 -0.73 -0.04
-0.12 -0.73 -0.01


Entry 3:
Below is a cluster of 2 separate species, C6H12N2 in total, with properties calculated with ωB97M-V with the def2-TZVPD basis set.

Summary:
- Kohn-Sham gap (alpha / beta): 7.26 / 7.25 eV
- Relative energy (zero: lowest compared OMol25 entry of this formula, charge and spin): 5.125 eV
- Charge: 0

Atoms and positions in Å:
C  0.047970  -1.480177  1.495580
C  0.782084  -0.339458  2.136476
C  -1.560799  0.512763  1.428199
N  -0.575891  -0.286210  1.661161
H  1.535951  0.166168  1.543338
H  0.464757  -1.717317  -0.003521
H  -0.294292  -2.370264  1.998879
H  0.890133  -0.238168  3.215635
H  -1.443027  1.568445  1.607153
H  -1.160720  1.089389  -0.908081
H  -2.495622  0.110112  1.071938
C  1.303039  -0.345298  -1.376577
C  0.837988  0.884514  -1.683763
C  -0.603840  1.224915  -1.855438
N  0.580101  -1.496972  -1.183889
H  -0.391602  -1.365502  -1.453901
H  2.364163  -0.459568  -1.170043
H  1.550434  1.695396  -1.758272
H  -1.097645  0.586878  -2.593695
H  -0.733183  2.260355  -2.171180

Forces on the atoms, in the same order (eV/Å):
0.00 -0.29 0.64
0.40 -0.05 0.18
0.40 -0.35 0.28
-0.61 0.51 -0.66
-0.06 0.07 -0.04
0.30 0.55 -2.13
-0.12 -0.05 0.16
-0.11 0.03 -0.05
0.07 0.04 0.11
0.06 0.06 -0.17
-0.03 -0.10 -0.03
0.09 0.98 0.33
0.34 -0.33 0.10
-0.20 -0.15 0.05
-0.65 -0.98 1.56
0.02 0.07 -0.11
0.06 0.03 -0.12
0.11 -0.04 -0.09
-0.04 0.05 -0.02
-0.03 -0.05 0.00


Entry 4:
Below is a structure of composition CdH4IO2, with properties calculated with ωB97M-V with the def2-TZVPD basis set.

Summary:
- Kohn-Sham gap: 5.27 eV
- Relative energy (zero: lowest compared OMol25 entry of this formula, charge and spin): 0.280 eV
- Charge: +1

Atoms and positions in Å:
Cd  -1.691995  -1.500122  -3.718036
I  -1.469920  -0.108025  -1.335596
O  1.311962  -1.438364  0.792622
H  1.769894  -1.781363  0.016114
H  0.468382  -1.105105  0.465491
O  0.210672  1.960492  1.449123
H  -0.515462  2.579973  1.601317
H  -0.083533  1.392515  0.728964

Forces on the atoms, in the same order (eV/Å):
0.14 0.78 1.35
-0.33 -0.76 -1.49
-0.11 0.01 -0.17
0.00 0.05 0.13
0.23 -0.18 0.13
-0.25 0.01 -0.08
0.15 -0.08 0.01
0.17 0.16 0.13


Entry 5:
Below is the molecule C3H6N2O3, with properties calculated with ωB97M-V with the def2-TZVPD basis set.

Summary:
- Structure (SMILES): NCC(=O)NC(=O)O
- Kohn-Sham gap: 10.07 eV
- Relative energy (zero: lowest compared OMol25 entry of this formula, charge and spin): 1.487 eV
- Charge: 0

Atoms and positions in Å:
N  0.347449  -0.390749  2.161815
C  -0.562755  -0.882716  1.281615
C  -0.193405  -0.533512  -0.173335
O  -0.264477  -1.456597  -0.968171
N  0.057038  0.829287  -0.624590
C  0.431985  1.242826  -1.902609
O  0.846380  2.349960  -1.876797
O  0.129566  0.540157  -3.003385
H  1.283915  -0.754080  2.119200
H  0.199310  0.300839  2.832834
H  -0.804653  -1.970886  1.493955
H  -1.629664  -0.358408  1.367497
H  0.246691  1.556157  0.126961
H  -0.087380  -0.472284  -2.834990

Forces on the atoms, in the same order (eV/Å):
2.54 0.40 1.33
-3.85 0.74 -1.17
-0.83 -0.37 -1.45
0.40 0.73 -0.64
-0.51 -2.96 3.49
-1.29 -0.40 0.83
1.23 1.89 -1.78
-0.03 -2.44 0.76
-0.10 0.04 0.11
-0.47 0.87 0.84
0.44 0.98 -1.26
2.13 -0.86 0.22
-0.24 -1.44 -1.62
0.57 2.81 0.33


> Which formula does entry 2 have?

C5H15N2